# C37H37GeIrN2O2S2

C37H37GeIrN2O2S2 as an isolated structure in a non-equilibrium geometry (ωB97M-V/def2-TZVPD, the Open Molecules 2025 dataset).

```
82
Properties=species:S:1:pos:R:3:forces:R:3:lowdin_charge:R:1
Ir -0.249836 1.882317 -0.582047 -1.618 1.184 1.963 1.064
C 0.741068 4.706275 -1.528184 0.057 0.128 -0.142 -0.082
N -0.183319 4.208019 -0.480227 0.444 -1.400 -0.611 -0.247
C 0.382888 4.464110 0.856993 0.177 0.101 0.272 -0.163
C -0.309369 3.599226 1.877853 -0.087 0.359 0.090 -0.153
N 0.035510 2.188605 1.622084 -0.113 -0.582 -1.491 -0.230
C -0.924313 1.276459 2.286212 -0.211 -0.164 0.221 -0.069
C 1.403132 1.899085 2.063103 0.517 1.360 0.119 -0.329
C 1.680165 1.814710 3.424346 -0.004 0.943 0.090 -0.057
C 2.957686 1.536525 3.873450 0.095 0.129 0.018 -0.062
C 3.978135 1.344572 2.947160 0.165 1.539 0.091 -0.118
C 3.709502 1.433903 1.596231 0.165 1.666 -0.010 -0.144
C 2.417565 1.712083 1.133930 0.151 0.913 -0.205 -0.619
S 2.141001 1.828016 -0.583389 -0.314 -0.732 -0.396 0.656
C -1.494272 4.843240 -0.608694 -0.331 0.045 -0.067 -0.284
C -1.581456 6.226592 -0.731861 0.125 0.064 0.013 -0.039
C -2.805740 6.850031 -0.883006 -0.009 0.031 -0.012 -0.086
C -3.966316 6.083500 -0.901157 -0.006 -0.080 0.052 -0.085
C -3.888866 4.713250 -0.752900 0.071 0.084 0.035 -0.111
C -2.652031 4.074366 -0.598503 0.097 -0.080 -0.019 -0.587
S -2.622097 2.350791 -0.355551 0.425 -0.613 -0.164 0.696
H 1.096581 5.712503 -1.291335 -0.081 0.018 -0.021 0.091
H 0.217413 4.722016 -2.481102 -0.035 -0.018 0.021 0.108
H 1.595891 4.040442 -1.594933 0.012 0.064 0.088 0.009
H 0.270682 5.519002 1.125277 0.001 0.008 -0.098 0.136
H 1.447516 4.224962 0.825334 -0.015 0.003 -0.021 0.115
H -1.392793 3.704861 1.800989 0.007 -0.041 -0.020 0.115
H -0.000652 3.896733 2.884119 -0.004 -0.131 0.019 0.137
H -1.046652 1.536156 3.340059 0.066 0.029 0.006 0.101
H -0.555041 0.256789 2.197456 -0.295 0.446 0.182 0.060
H -1.887305 1.354441 1.791175 0.009 0.083 0.066 0.024
H 0.888559 1.967918 4.148109 0.010 -0.033 0.000 0.121
H 3.155200 1.471893 4.934861 -0.007 -0.034 -0.007 0.110
H 4.983121 1.121734 3.282078 0.018 -0.043 0.011 0.123
H 4.490294 1.281160 0.862493 -0.005 -0.077 0.022 0.120
H -0.682674 6.831257 -0.709991 -0.009 -0.021 -0.043 0.110
H -2.852676 7.924689 -0.995510 -0.002 -0.001 0.018 0.101
H -4.931691 6.557274 -1.022901 0.003 0.007 -0.015 0.104
H -4.779113 4.097784 -0.750260 -0.034 0.047 -0.027 0.100
O -0.936375 1.009636 -2.483616 0.509 0.551 0.472 -0.099
C -1.211136 -0.058718 -1.877124 -0.032 -0.109 -0.588 -0.685
O -0.790900 -0.200149 -0.684785 -0.009 1.533 -0.200 -0.188
C -1.979066 -1.182481 -2.494609 0.200 0.000 0.039 -0.143
C -1.050210 -2.386348 -2.662856 0.134 0.181 0.241 -0.228
Ge -0.123821 -3.132564 -1.065930 0.311 -0.378 0.026 1.071
C 1.153472 -2.139124 0.074022 0.042 -0.251 -0.345 -0.234
C 0.702985 -1.280312 1.078452 0.440 -0.129 0.364 -0.117
C 1.590509 -0.667846 1.948787 -0.628 -1.527 0.350 -0.093
C 2.953428 -0.905063 1.835994 0.283 -1.848 0.238 -0.103
C 3.416208 -1.763947 0.852522 -0.075 0.233 0.149 -0.056
C 2.522915 -2.378165 -0.017435 -0.303 0.018 -0.169 -0.095
C -1.549109 -3.795058 0.119840 0.088 0.070 -0.160 -0.242
C -2.405894 -2.835945 0.668331 -0.020 0.011 -0.064 -0.116
C -3.449703 -3.198909 1.506850 -0.018 0.000 0.007 -0.082
C -3.666628 -4.536585 1.803893 0.014 0.004 -0.004 -0.094
C -2.827947 -5.501535 1.266946 -0.035 -0.014 0.024 -0.089
C -1.778239 -5.132549 0.435865 0.010 0.035 0.060 -0.097
C 0.974155 -4.460978 -2.049274 -0.175 0.078 0.060 -0.263
C 1.897635 -3.904472 -2.941669 -0.054 0.002 0.024 -0.142
C 2.680386 -4.696707 -3.766735 0.004 -0.016 -0.004 -0.085
C 2.546524 -6.078036 -3.727955 0.024 0.030 -0.004 -0.095
C 1.630225 -6.649986 -2.861031 -0.005 -0.032 0.000 -0.091
C 0.853721 -5.848184 -2.032197 0.015 0.028 0.059 -0.096
H -2.398864 -0.861160 -3.446971 0.004 0.049 0.030 0.124
H -2.793283 -1.422230 -1.807164 -0.054 -0.014 -0.077 0.116
H -0.275194 -2.159730 -3.396852 -0.036 0.006 -0.064 0.071
H -1.617386 -3.237318 -3.046075 0.047 -0.024 0.006 0.081
H -0.356119 -1.082904 1.176480 0.287 -0.365 0.044 0.060
H 1.225395 -0.003943 2.724444 0.192 -1.483 -0.270 0.078
H 3.645949 -0.425084 2.515907 -0.625 -1.644 -0.313 0.074
H 4.476673 -1.964513 0.763155 0.027 -0.024 -0.001 0.106
H 2.910256 -3.057290 -0.763682 0.002 -0.058 -0.019 0.083
H -2.260464 -1.787325 0.426761 -0.034 -0.047 0.076 0.081
H -4.095337 -2.437612 1.926910 -0.016 0.006 -0.021 0.102
H -4.488113 -4.824581 2.447190 0.011 -0.008 0.018 0.100
H -2.992255 -6.546878 1.496913 0.015 -0.005 -0.006 0.101
H -1.132848 -5.905739 0.044869 -0.006 -0.013 0.008 0.072
H 2.008759 -2.825226 -2.992569 0.035 -0.009 -0.020 0.103
H 3.389742 -4.236994 -4.443493 0.001 0.002 0.002 0.102
H 3.152529 -6.701649 -4.372592 -0.006 -0.008 -0.001 0.100
H 1.514517 -7.726374 -2.832282 -0.006 0.003 0.021 0.101
H 0.147210 -6.326725 -1.368979 0.006 -0.032 -0.020 0.072
```
Forces are in eV/Å.

Results
2S+1 = 1
orbital gap = 7.608 eV
E = -4669.727975 hartree
ΔE to the lowest compared entry with this formula, charge and spin = 135.7 kJ/mol
LUMO = 0.29 eV

=====

# C37H38Cl3N3O2P2STi

C37H38Cl3N3O2P2STi as an isolated structure (ωB97M-V/def2-TZVPD, the Open Molecules 2025 dataset).

```
87
Properties=species:S:1:pos:R:3:forces:R:3:lowdin_spin:R:1
Ti 0.049649 0.418678 -0.001579 0.213 0.089 0.539 0.980
C 2.703505 -0.261851 -2.320542 0.052 0.040 -0.049 -0.001
P 2.308494 1.131157 -1.200623 -0.119 -0.098 0.090 0.000
C 3.758875 1.289390 -0.108878 0.069 0.020 -0.027 0.001
C 4.454951 0.137402 0.259185 0.013 0.003 0.025 0.000
C 5.522587 0.203556 1.144335 -0.011 0.009 -0.007 0.000
C 5.918002 1.426037 1.669655 -0.010 -0.016 -0.003 -0.001
C 5.222011 2.576426 1.322791 -0.018 0.024 -0.001 0.000
C 4.140907 2.508997 0.454063 -0.005 -0.026 0.021 0.000
C 2.346871 2.525545 -2.376070 -0.008 -0.012 -0.035 0.000
C 3.375367 3.451039 -2.508909 -0.010 0.012 -0.005 -0.001
C 3.316028 4.430379 -3.492737 0.018 -0.006 0.011 0.000
C 2.240656 4.487539 -4.364032 -0.008 -0.002 0.002 0.000
C 1.226567 3.545022 -4.262792 0.009 -0.011 0.007 0.001
C 1.284074 2.573063 -3.278322 0.000 0.022 -0.008 0.002
C 1.642270 -1.306025 -2.179470 0.018 -0.099 -0.111 0.000
C 1.634995 -2.526074 -2.800988 0.003 0.013 0.012 0.001
C 0.364104 -3.101076 -2.556915 -0.026 0.010 0.021 -0.001
C -0.334522 -2.201970 -1.796737 0.012 -0.104 -0.067 0.002
C -1.716830 -2.371077 -1.261952 -0.018 -0.016 0.011 0.002
P -1.717122 -1.694398 0.428148 0.063 0.356 -0.042 0.001
C -1.113389 -3.016878 1.514357 0.053 -0.046 -0.051 0.001
C -0.144603 -3.913844 1.067028 0.015 -0.004 0.041 -0.001
C 0.414871 -4.832654 1.945118 -0.012 0.018 -0.015 0.000
C 0.021942 -4.860715 3.274389 -0.003 0.001 -0.001 -0.001
C -0.940854 -3.967968 3.726082 -0.003 0.012 0.006 0.000
C -1.503092 -3.050798 2.852944 0.012 -0.030 0.014 0.000
C -3.488927 -1.560960 0.830698 -0.053 -0.019 -0.075 -0.001
C -4.143468 -0.358034 0.574951 -0.013 -0.031 0.018 0.001
C -5.511427 -0.238507 0.778302 0.019 -0.015 -0.005 0.000
C -6.240052 -1.324438 1.238208 -0.006 0.014 -0.003 0.000
C -5.600824 -2.532612 1.482799 0.018 -0.012 0.003 0.000
C -4.235283 -2.652317 1.276457 -0.023 0.014 0.025 0.000
N 0.434896 -1.077359 -1.521136 -0.022 0.175 0.141 -0.004
H 3.704849 -0.662461 -2.159402 -0.026 -0.006 0.034 0.000
H 2.697376 0.144227 -3.334953 0.009 -0.027 -0.009 0.000
H 4.148359 -0.829882 -0.117725 -0.007 0.009 0.006 0.000
H 6.041288 -0.704006 1.424230 -0.001 0.000 0.000 0.000
H 6.758317 1.480450 2.350067 -0.003 0.000 0.000 0.000
H 5.512800 3.534081 1.737087 0.000 -0.002 0.003 0.000
H 3.571353 3.400551 0.236029 -0.011 0.011 -0.007 0.000
H 4.239180 3.411777 -1.861861 0.007 -0.003 0.015 0.000
H 4.122431 5.147451 -3.578585 0.001 -0.001 -0.003 0.000
H 2.197786 5.253966 -5.126838 -0.001 0.001 0.001 0.000
H 0.391528 3.564161 -4.951122 -0.002 0.005 0.001 0.000
H 0.502432 1.824302 -3.226233 0.000 0.006 0.013 0.001
H 2.440724 -2.936900 -3.389876 -0.003 0.003 -0.003 0.000
H -0.003715 -4.058422 -2.894099 0.002 0.002 -0.002 0.000
H -2.032980 -3.415074 -1.302119 0.008 0.004 -0.008 0.000
H -2.450370 -1.776693 -1.817699 -0.004 -0.003 0.008 0.000
H 0.192731 -3.883967 0.037967 -0.006 0.000 -0.006 0.000
H 1.166772 -5.523784 1.586109 0.000 0.002 0.000 0.000
H 0.463712 -5.575222 3.956898 -0.003 0.000 0.004 0.000
H -1.256508 -3.984507 4.761723 0.002 -0.006 0.004 0.000
H -2.260755 -2.364323 3.213222 0.025 -0.004 0.008 0.000
H -3.580239 0.488938 0.212297 0.019 0.025 0.004 0.002
H -6.002560 0.705815 0.582625 0.002 0.001 0.001 0.000
H -7.305711 -1.231642 1.403757 0.000 -0.002 0.001 0.000
H -6.166657 -3.386324 1.833318 -0.005 0.003 -0.001 0.000
H -3.744958 -3.597557 1.472112 -0.015 -0.009 -0.021 0.000
Cl -2.907745 4.343678 -0.441855 0.020 -0.043 0.017 0.156
C -2.213374 2.844131 -0.165457 0.003 0.032 -0.049 0.550
Cl 0.869669 2.860716 0.655281 -0.043 -0.233 -0.093 0.016
Cl -1.615640 1.978824 -1.529033 -0.150 -0.020 -0.110 0.114
C -1.997950 2.279625 1.189882 -0.049 0.042 0.030 0.061
O -2.449612 2.857384 2.158620 0.050 -0.065 0.002 0.090
O -1.378945 1.141576 1.179898 0.001 -0.089 -0.066 0.013
C 2.331865 3.712054 3.680730 -0.001 -0.005 -0.028 0.000
C 2.909756 2.362804 4.090018 -0.018 -0.002 0.042 0.000
N 2.623426 1.279712 3.162390 -0.074 -0.053 -0.076 0.000
C 1.465264 0.629831 3.051844 0.174 0.062 -0.042 0.002
S 1.361360 -0.679726 1.924126 -0.018 -0.021 -0.265 0.016
N 0.467350 0.949202 3.861959 -0.090 0.037 -0.001 -0.001
C -0.818519 0.266187 3.984291 0.019 -0.060 -0.025 0.000
C -0.962850 -0.378064 5.352998 -0.001 0.002 0.008 0.000
H 2.560563 4.457285 4.443644 -0.001 0.003 0.012 0.000
H 1.251766 3.671878 3.535532 0.013 0.016 0.005 0.000
H 2.753901 4.035514 2.730475 -0.002 -0.004 -0.002 0.000
H 2.555838 2.066366 5.081826 -0.013 -0.003 0.014 0.000
H 3.995359 2.422991 4.164016 -0.006 0.004 -0.014 0.000
H 3.287935 1.094054 2.424704 -0.034 -0.022 0.058 0.000
H 0.572483 1.786614 4.412220 0.001 0.032 0.024 0.000
H -0.855892 -0.481988 3.195174 -0.010 0.088 0.060 0.000
H -1.607795 0.991692 3.788596 0.022 0.019 -0.005 0.000
H -0.205485 -1.149421 5.502760 -0.003 0.000 -0.012 0.000
H -1.948509 -0.837029 5.445600 0.007 -0.006 -0.006 0.000
H -0.868025 0.359382 6.153228 -0.002 -0.003 -0.006 0.000
```
Forces are in eV/Å.

Results
2S+1 = 3
orbital gap (alpha / beta) = 7.631 / 6.593 eV
E = -5058.574206 hartree
ΔE to the lowest compared entry with this formula, charge and spin = 0.0 kJ/mol
LUMO (alpha / beta) = 0.30 / -0.74 eV